Here is C29H35N6O5STi as an isolated structure from the Open Molecules 2025 dataset. Energies are from ωB97M-V/def2-TZVPD.

## Properties
LUMO level (spin up / spin down)	-5.54 / -5.80	eV
Kohn-Sham gap (spin up / spin down)	6.951 / 6.722	eV

```
! RIJCOSX wB97M-V def2-TZVPD def2/J DEFGRID3
* xyz 2 2
Ti -0.10 0.52 0.19
C -0.68 1.64 3.44
O -1.00 0.77 2.33
C -2.06 -0.10 2.51
C -2.51 -0.52 3.75
C -3.56 -1.42 3.80
C -4.14 -1.91 2.63
C -3.67 -1.48 1.40
C -2.64 -0.56 1.34
N -2.10 -0.07 0.09
N -2.88 -0.29 -0.88
C -2.55 -0.03 -2.17
C -1.27 0.39 -2.56
O -0.34 0.65 -1.67
C -0.95 0.53 -3.94
C -1.90 0.27 -4.87
C -3.22 -0.13 -4.52
C -4.19 -0.38 -5.53
C -5.45 -0.76 -5.18
C -5.79 -0.91 -3.83
C -4.87 -0.68 -2.84
C -3.56 -0.29 -3.17
H -1.58 2.13 3.79
H 0.03 2.37 3.07
H -0.22 1.06 4.25
H -2.08 -0.14 4.66
H -3.94 -1.75 4.76
H -4.95 -2.62 2.68
H -4.11 -1.85 0.48
H 0.06 0.82 -4.21
H -1.66 0.37 -5.92
H -3.91 -0.25 -6.56
H -6.20 -0.95 -5.95
H -6.80 -1.20 -3.56
H -5.16 -0.78 -1.80
C 5.43 1.59 0.33
N 4.28 1.09 -0.42
C 4.51 0.76 -1.82
C 3.08 0.93 0.13
O 2.09 0.54 -0.52
C 2.88 1.26 1.59
O 1.71 0.61 2.05
C 1.90 -0.67 2.63
C 1.03 -1.70 1.92
O 0.37 -1.35 0.92
N 0.99 -2.93 2.40
C 0.12 -3.94 1.79
C 1.77 -3.33 3.57
H 6.11 2.07 -0.37
H 5.97 0.78 0.82
H 5.14 2.34 1.06
H 5.38 0.12 -1.90
H 4.69 1.67 -2.39
H 3.64 0.24 -2.22
H 2.70 2.33 1.68
H 3.73 1.00 2.22
H 1.62 -0.63 3.68
H 2.94 -0.98 2.58
H -0.41 -3.50 0.95
H -0.59 -4.29 2.54
H 0.73 -4.78 1.45
H 1.43 -2.81 4.47
H 2.83 -3.15 3.41
H 1.62 -4.40 3.72
C -0.35 6.01 -0.50
N 0.27 4.97 -1.33
C 0.76 5.16 -2.60
C 1.22 3.96 -3.03
N 1.01 3.07 -2.00
C 0.42 3.69 -0.97
S -0.07 3.03 0.55
H -0.24 6.96 -1.02
H 0.16 6.06 0.46
H -1.40 5.79 -0.36
H 0.74 6.12 -3.09
H 1.66 3.67 -3.97
H 1.15 2.06 -2.02
*
```

---

Here is C29H35N7P2Pd as an isolated structure from the Open Molecules 2025 dataset. Energies are from ωB97M-V/def2-TZVPD.

## Properties
LUMO level (spin up / spin down)	-6.05 / -9.08	eV
Kohn-Sham gap (spin up / spin down)	6.283 / 3.652	eV

```
! RIJCOSX wB97M-V def2-TZVPD def2/J DEFGRID3
* xyz 2 5
Pd 0.00 2.06 -1.07
C -3.57 -0.01 4.39
C -2.54 0.45 3.72
C -1.54 -0.30 2.90
C -1.83 -0.46 1.38
C -2.73 -1.57 1.02
C -3.64 -2.25 1.74
C -3.75 -2.36 3.24
C -4.39 -1.19 4.02
C -1.90 2.48 -1.77
H -3.96 0.62 5.17
H -2.30 1.52 3.73
H -1.40 -1.32 3.30
H -0.59 0.26 2.99
H -2.13 0.52 0.99
H -0.86 -0.69 0.90
H -2.68 -1.80 -0.04
H -4.27 -2.98 1.21
H -2.82 -2.69 3.75
H -4.48 -3.16 3.38
H -5.23 -0.78 3.43
H -4.83 -1.58 4.96
H -2.48 1.58 -1.44
H -2.12 2.62 -2.84
H -2.28 3.39 -1.24
P 0.08 0.22 -2.40
P 1.88 1.32 0.50
N -0.64 -1.56 -2.64
N 0.72 0.37 -3.97
N 2.19 -0.36 1.32
N 3.66 1.87 1.03
C 1.59 -0.43 -1.56
C 2.51 0.71 -1.10
C -1.96 -1.90 -2.87
C -2.02 -3.24 -3.23
C -0.68 -3.72 -3.29
C 0.14 -2.67 -2.91
C 0.42 1.41 -4.85
C 1.12 1.18 -6.02
C 1.83 -0.05 -5.87
C 1.57 -0.53 -4.61
C 1.73 -0.63 2.60
C 2.15 -1.88 3.01
C 2.99 -2.40 1.97
C 2.97 -1.46 0.94
C 4.79 1.13 1.34
C 5.90 1.96 1.33
C 5.43 3.26 1.00
C 4.06 3.18 0.82
H 2.13 -1.05 -2.29
H 1.21 -1.07 -0.75
H 3.55 0.36 -1.08
H 2.39 1.60 -1.77
H -2.74 -1.16 -2.75
H -2.91 -3.82 -3.42
H -0.31 -4.69 -3.57
H 1.21 -2.66 -2.78
H -0.23 2.21 -4.54
H 1.14 1.80 -6.90
H 2.47 -0.56 -6.57
H 1.95 -1.41 -4.11
H 1.20 0.14 3.16
H 1.90 -2.39 3.94
H 3.57 -3.32 1.98
H 3.43 -1.52 -0.04
H 4.74 0.07 1.56
H 6.91 1.65 1.51
H 6.02 4.15 0.91
H 3.33 3.93 0.57
N -0.97 3.35 0.82
C -2.11 3.62 1.09
N -3.32 3.99 1.19
C -4.01 4.23 2.26
N -4.66 4.47 3.21
*
```

---

Here is C29H36BBiN10S3 as an isolated structure from the Open Molecules 2025 dataset. Energies are from ωB97M-V/def2-TZVPD.

## Properties
LUMO level	-0.19	eV
Kohn-Sham gap	8.124	eV

```
! RIJCOSX wB97M-V def2-TZVPD def2/J DEFGRID3
* xyz 0 1
Bi -0.36 0.30 -0.52
C -2.40 4.09 -1.28
C -3.39 3.19 -0.54
C -3.08 3.12 0.95
C -3.49 1.85 -1.23
C -4.66 1.32 -1.78
C -4.26 0.16 -2.41
N -2.94 0.01 -2.24
N -2.46 1.06 -1.52
B -2.04 -1.02 -2.98
N -0.87 -0.29 -3.64
C -0.51 -0.26 -4.93
C 0.64 0.49 -5.05
C 0.96 0.88 -3.75
N 0.03 0.41 -2.91
C 2.11 1.71 -3.27
C 3.43 1.20 -3.84
C 1.89 3.19 -3.61
N -1.48 -2.05 -1.96
C -2.16 -2.71 -1.01
C -1.28 -3.51 -0.32
C -0.04 -3.29 -0.95
N -0.17 -2.40 -1.93
C 1.29 -3.92 -0.64
C 1.22 -5.44 -0.87
C 2.43 -3.30 -1.43
H -2.40 5.09 -0.84
H -2.67 4.19 -2.34
H -1.39 3.69 -1.22
H -4.38 3.63 -0.65
H -2.05 2.81 1.12
H -3.74 2.42 1.47
H -3.20 4.10 1.40
H -5.65 1.74 -1.75
H -4.81 -0.56 -3.00
H -2.72 -1.55 -3.82
H -1.11 -0.77 -5.66
H 1.18 0.71 -5.96
H 2.15 1.62 -2.18
H 3.45 1.31 -4.93
H 3.58 0.14 -3.61
H 4.27 1.76 -3.43
H 1.79 3.33 -4.69
H 2.73 3.79 -3.26
H 0.98 3.56 -3.13
H -3.22 -2.55 -0.88
H -1.51 -4.20 0.48
H 1.48 -3.75 0.43
H 1.05 -5.65 -1.93
H 0.42 -5.90 -0.30
H 2.16 -5.91 -0.58
H 2.26 -3.40 -2.50
H 3.37 -3.78 -1.17
H 2.52 -2.23 -1.21
S 0.67 2.42 0.04
C -0.13 2.03 3.45
S 0.86 2.72 2.51
C -1.19 1.18 3.65
C -1.65 0.75 4.93
N -2.05 0.38 5.94
C -1.73 0.60 2.49
N -2.05 0.15 1.47
N -0.28 -2.42 2.63
C 0.76 -1.61 2.91
S 1.62 -0.85 1.67
N 1.02 -1.45 4.22
C 1.95 -0.56 4.85
C 3.23 -0.33 4.35
C 4.06 0.54 5.03
C 3.65 1.17 6.19
C 2.38 0.91 6.70
C 1.53 0.05 6.02
H -0.57 -2.51 1.67
H -0.90 -2.76 3.35
H 0.35 -1.84 4.86
H 3.56 -0.83 3.45
H 5.05 0.72 4.64
H 4.31 1.85 6.71
H 2.05 1.38 7.61
H 0.53 -0.13 6.41
*
```